--- P ---
Density functional theory data (ωB97M-V with the def2-TZVPD basis set) for C4H6ClNOS in the gas phase.

CARTESIAN COORDINATES (ANGSTROEM)
C (-1.2578, -1.0318, -0.1664)
C (-0.5528, 0.0011, 0.7448)
C (0.0019, 1.3309, 0.0366)
C (1.6697, -0.2835, -0.0074)
H (-0.7123, -1.2840, -1.0558)
H (-1.2996, -2.0391, 0.2256)
H (-1.1749, -0.1201, 1.6683)
H (-0.8032, 1.7278, -0.4303)
H (0.5154, 1.9458, 0.8317)
H (1.5300, 0.9626, -1.7944)
N (1.0445, 0.6847, -0.7026)
O (0.8527, -0.3924, 1.1441)
S (3.2560, -0.8975, -0.2285)
Cl (-3.0697, -0.6044, -0.2658)

Its molar mass is 151.62 g/mol. The SMILES is S=C1NC[C@@H](CCl)O1. The HOMO energy is -8.7 eV.

Charges obtained by natural (NBO) population analysis, quoted in units of e: atom 1 (C): -0.383, atom 2 (C): 0.061, atom 3 (C): -0.229, atom 4 (C): 0.392, atom 5 (H): 0.229, atom 6 (H): 0.236, atom 7 (H): 0.236, atom 8 (H): 0.222, atom 9 (H): 0.216, atom 10 (H): 0.457, atom 11 (N): -0.642, atom 12 (O): -0.521, atom 13 (S): -0.193, atom 14 (Cl): -0.083


--- Q ---
Density functional theory data (ωB97M-V with the def2-TZVPD basis set) for C4H6ClNOS in the gas phase.

CARTESIAN COORDINATES (ANGSTROEM)
C (0.9723, -1.4908, -0.3139)
C (1.8589, -0.6796, 0.1920)
C (-0.4851, -0.9091, -0.0029)
C (-1.5832, 1.2425, 0.0746)
N (-0.3478, 0.4571, 0.0100)
O (1.6516, 2.0617, -0.3366)
S (1.1178, 1.0919, 0.5798)
Cl (3.5740, -0.8707, 0.1324)
H (1.0225, -2.5232, -0.3811)
H (-1.1290, -1.1336, -0.8807)
H (-0.9369, -1.4837, 0.8130)
H (-1.5711, 1.9470, -0.7339)
H (-2.2952, 0.4957, -0.0791)
H (-1.8488, 1.7948, 0.9263)

Its molar mass is 151.62 g/mol. The HOMO energy is -8.9 eV.

Charges obtained by natural (NBO) population analysis, quoted in units of e: atom 1 (C): -0.213, atom 2 (C): -0.243, atom 3 (C): -0.220, atom 4 (C): -0.405, atom 5 (N): -0.664, atom 6 (O): -0.924, atom 7 (S): 1.419, atom 8 (Cl): 0.041, atom 9 (H): 0.221, atom 10 (H): 0.190, atom 11 (H): 0.186, atom 12 (H): 0.209, atom 13 (H): 0.203, atom 14 (H): 0.200


Here are the energies relative to the best structure, in kJ/mol: P 0.0; Q 50.9.


--- P ---
Density functional theory data (ωB97M-V with the def2-TZVPD basis set) for 2 unconnected molecules or ions with the total composition C4H6ClNOS.

CARTESIAN COORDINATES (ANGSTROEM)
C (0.5645, 1.1127, -1.6564)
C (1.1247, 1.9170, -0.8082)
C (0.5052, -1.0048, 1.3717)
C (-1.8119, -0.3919, 0.1368)
N (0.3830, -1.9067, 0.5028)
O (0.1436, 0.3728, -2.4701)
S (-0.9138, 0.1211, 1.5910)
Cl (1.8176, -0.8564, 2.6067)
H (1.9388, 2.6203, -1.2434)
H (0.8522, 2.0988, 0.2494)
H (-2.0219, -1.3949, 0.1179)
H (-1.0340, -0.3198, -0.7176)
H (-2.6105, 0.2009, -0.0804)
H (1.0625, -2.5691, 0.3997)

Its molar mass is 151.62 g/mol. The SMILES is [H]/N=C(\Cl)SC.C=C=O. The HOMO energy is -9.4 eV.

Charges obtained by natural (NBO) population analysis, quoted in units of e: atom 1 (C): 0.707, atom 2 (C): -0.797, atom 3 (C): 0.135, atom 4 (C): -0.744, atom 5 (N): -0.671, atom 6 (O): -0.472, atom 7 (S): 0.251, atom 8 (Cl): -0.040, atom 9 (H): 0.278, atom 10 (H): 0.285, atom 11 (H): 0.233, atom 12 (H): 0.241, atom 13 (H): 0.228, atom 14 (H): 0.368


--- Q ---
Density functional theory data (ωB97M-V with the def2-TZVPD basis set) for 2 unconnected molecules or ions with the total composition C4H6ClNOS.

CARTESIAN COORDINATES (ANGSTROEM)
C (-1.6263, 2.0588, 0.2227)
C (2.0807, -1.3110, 0.5685)
C (2.3649, -1.4951, -0.7364)
C (-0.9322, 1.1734, -0.4221)
N (-2.2640, 2.7585, 0.9868)
O (-3.0850, -0.4382, -0.5075)
S (-1.6631, -0.4347, -0.6781)
Cl (-0.9565, -1.4608, 1.0762)
H (-2.8406, 3.4740, 0.6083)
H (2.4730, -1.7894, 1.4418)
H (1.3234, -0.6272, 0.8513)
H (2.9857, -2.2368, -1.1445)
H (2.0710, -0.7224, -1.4242)
H (0.0690, 1.0508, -0.8429)

Its molar mass is 151.62 g/mol. The HOMO energy is -9.8 eV.

Charges obtained by natural (NBO) population analysis, quoted in units of e: atom 1 (C): 0.489, atom 2 (C): -0.360, atom 3 (C): -0.401, atom 4 (C): -0.737, atom 5 (N): -0.565, atom 6 (O): -0.894, atom 7 (S): 1.347, atom 8 (Cl): -0.311, atom 9 (H): 0.396, atom 10 (H): 0.195, atom 11 (H): 0.186, atom 12 (H): 0.193, atom 13 (H): 0.177, atom 14 (H): 0.284


Here are the energies relative to the best structure, in kJ/mol: P 0.0; Q 144.4.


--- P ---
Density functional theory data (ωB97M-V with the def2-TZVPD basis set) for C10H16OS in the gas phase.

CARTESIAN COORDINATES (ANGSTROEM)
C (-2.7448, 1.5127, -0.5347)
C (-1.3167, 1.2941, -0.3437)
C (-3.3743, 0.4243, -0.0911)
C (-1.0840, 0.0587, 0.2467)
C (2.6015, 1.1837, 1.6685)
C (-2.4520, -0.5970, 0.4366)
C (-2.4435, -1.8523, -0.5310)
C (2.5294, -0.9955, -0.8497)
C (2.2392, 1.2143, 0.1494)
C (1.5151, 0.0405, -0.4820)
O (0.2489, -2.1397, 0.5172)
S (0.3872, -0.6973, 0.8570)
H (-3.1420, 2.4537, -0.8489)
H (-0.5144, 1.9771, -0.5722)
H (-4.4194, 0.3272, -0.2310)
H (1.7389, 1.5148, 2.2241)
H (2.6937, 0.1652, 2.0112)
H (-2.6699, -1.0370, 1.3898)
H (-2.6277, -1.4646, -1.6136)
H (-3.2179, -2.5730, -0.4191)
H (-1.5174, -2.4225, -0.4468)
H (2.0595, -1.8631, -1.2292)
H (3.1344, -0.6807, -1.7167)
H (3.1903, -1.2739, 0.0485)
H (3.2183, 1.1177, -0.2776)
H (3.2815, 1.9302, 1.9538)
H (1.6729, 2.1158, 0.0929)
H (1.0135, 0.2669, -1.4087)

Its molar mass is 184.30 g/mol. The HOMO energy is -8.3 eV.

Charges obtained by natural (NBO) population analysis, quoted in units of e: atom 1 (C): -0.252, atom 2 (C): -0.208, atom 3 (C): -0.140, atom 4 (C): -0.250, atom 5 (C): -0.616, atom 6 (C): -0.321, atom 7 (C): -0.592, atom 8 (C): -0.624, atom 9 (C): -0.426, atom 10 (C): -0.375, atom 11 (O): -0.988, atom 12 (S): 1.270, atom 13 (H): 0.222, atom 14 (H): 0.210, atom 15 (H): 0.213, atom 16 (H): 0.200, atom 17 (H): 0.211, atom 18 (H): 0.256, atom 19 (H): 0.199, atom 20 (H): 0.207, atom 21 (H): 0.262, atom 22 (H): 0.237, atom 23 (H): 0.218, atom 24 (H): 0.209, atom 25 (H): 0.216, atom 26 (H): 0.219, atom 27 (H): 0.209, atom 28 (H): 0.232


--- Q ---
Density functional theory data (ωB97M-V with the def2-TZVPD basis set) for C10H16OS in the gas phase.

CARTESIAN COORDINATES (ANGSTROEM)
C (2.3606, 2.0406, -0.5109)
C (1.3600, 1.4844, 0.4070)
C (1.9140, 1.7464, -1.7250)
C (0.3776, 0.8227, -0.2306)
C (-2.2160, 1.4748, 0.4153)
C (0.6744, 0.9915, -1.7339)
C (0.9864, -0.3676, -2.3428)
C (0.4140, -1.8279, 0.9736)
C (-1.9187, -1.7045, 2.0601)
C (-0.6851, -0.9509, 1.6419)
O (-1.5649, -0.7588, -0.7636)
S (-1.2085, 0.1670, 0.2579)
H (3.3029, 2.5257, -0.3092)
H (1.4068, 1.7171, 1.4645)
H (2.4926, 2.1663, -2.5566)
H (-3.2523, 1.1369, 0.1997)
H (-2.0903, 2.1585, 1.2058)
H (-0.1617, 1.3237, -2.3302)
H (1.9282, -0.7885, -1.9753)
H (1.0373, -0.3005, -3.4983)
H (0.2986, -1.2054, -1.9659)
H (0.0418, -1.8803, 0.0092)
H (1.2572, -1.2224, 0.9159)
H (0.4374, -2.8183, 1.4512)
H (-2.5424, -2.1425, 1.2815)
H (-2.7933, -0.9855, 2.4708)
H (-1.7278, -2.4126, 2.7479)
H (-0.1287, -0.3900, 2.4399)

Its molar mass is 184.30 g/mol. The SMILES is C=[S@@](=O)(C1=CC=C[C@H]1C)C(C)C. The HOMO energy is -7.8 eV.

Charges obtained by natural (NBO) population analysis, quoted in units of e: atom 1 (C): -0.258, atom 2 (C): -0.186, atom 3 (C): -0.134, atom 4 (C): -0.282, atom 5 (C): -1.066, atom 6 (C): -0.321, atom 7 (C): -0.596, atom 8 (C): -0.630, atom 9 (C): -0.635, atom 10 (C): -0.428, atom 11 (O): -0.967, atom 12 (S): 1.872, atom 13 (H): 0.226, atom 14 (H): 0.213, atom 15 (H): 0.220, atom 16 (H): 0.240, atom 17 (H): 0.229, atom 18 (H): 0.268, atom 19 (H): 0.206, atom 20 (H): 0.216, atom 21 (H): 0.242, atom 22 (H): 0.229, atom 23 (H): 0.222, atom 24 (H): 0.221, atom 25 (H): 0.239, atom 26 (H): 0.217, atom 27 (H): 0.216, atom 28 (H): 0.225


--- R ---
Density functional theory data (ωB97M-V with the def2-TZVPD basis set) for 2 unconnected molecules or ions with the total composition C10H16OS.

CARTESIAN COORDINATES (ANGSTROEM)
S (-2.5808, -2.9960, 0.8720)
C (-4.2832, -1.3387, 2.3710)
C (-2.3215, -2.5313, -1.8019)
C (-3.9799, -2.7877, 2.0052)
C (-3.3040, -2.3384, -0.6523)
H (-5.1135, -1.2994, 3.0961)
H (-4.5686, -0.7582, 1.4775)
H (-3.3954, -0.8691, 2.8269)
H (-2.0988, -3.6021, -1.9447)
H (-2.7516, -2.1337, -2.7365)
H (-1.3771, -2.0000, -1.5954)
H (-3.6970, -3.3619, 2.9083)
H (-4.8649, -3.2792, 1.5573)
H (-4.2533, -2.8717, -0.8523)
H (-3.5415, -1.2646, -0.5259)
O (1.6934, 2.4461, 0.4045)
C (5.5271, 2.7983, -1.1844)
C (4.6874, 3.9069, -1.0649)
C (5.0754, 1.5483, -0.7643)
C (3.4079, 3.7727, -0.5314)
C (3.7952, 1.4050, -0.2288)
C (2.9622, 2.5186, -0.1129)
H (1.5132, 1.5080, 0.6567)
H (6.5349, 2.9092, -1.6057)
H (5.0324, 4.8965, -1.3925)
H (5.7247, 0.6673, -0.8522)
H (2.7362, 4.6354, -0.4311)
H (3.4409, 0.4197, 0.1016)

Its molar mass is 184.30 g/mol. The SMILES is Oc1ccccc1.CCSCC. The HOMO energy is -8.5 eV.

Charges obtained by natural (NBO) population analysis, quoted in units of e: atom 1 (S): 0.183, atom 2 (C): -0.620, atom 3 (C): -0.616, atom 4 (C): -0.530, atom 5 (C): -0.530, atom 6 (H): 0.211, atom 7 (H): 0.205, atom 8 (H): 0.213, atom 9 (H): 0.214, atom 10 (H): 0.216, atom 11 (H): 0.211, atom 12 (H): 0.224, atom 13 (H): 0.208, atom 14 (H): 0.205, atom 15 (H): 0.205, atom 16 (O): -0.668, atom 17 (C): -0.253, atom 18 (C): -0.186, atom 19 (C): -0.186, atom 20 (C): -0.276, atom 21 (C): -0.304, atom 22 (C): 0.310, atom 23 (H): 0.480, atom 24 (H): 0.216, atom 25 (H): 0.216, atom 26 (H): 0.216, atom 27 (H): 0.226, atom 28 (H): 0.209


Here are the energies relative to the best structure, in kJ/mol: P 291.6; Q 510.6; R 0.0.